# 1
15
Properties=species:S:1:pos:R:3 method="wB97M-V/def2-TZVPD" gap_ev=8.43 fmax_ev_per_a=4.87 smiles="C=CN.CC=O" e_tot_ev=-7828.8111 e_homo_ev=-8.18 de_lowest_ev=3.5089
C 2.32 1.37 1.66
C 0.97 1.14 1.99
N 0.02 0.29 1.41
H 2.70 0.87 0.71
H 2.83 1.81 2.53
H 0.73 1.71 2.91
H 0.10 -0.18 0.49
H -0.83 0.85 1.47
C -1.40 -1.80 -1.72
C -1.19 -0.38 -2.30
O -0.12 0.27 -2.18
H -2.34 -2.21 -1.88
H -0.99 -1.64 -0.66
H -0.68 -2.42 -2.19
H -2.13 0.33 -2.25

---

# 2
15
Properties=species:S:1:pos:R:3 method="wB97M-V/def2-TZVPD" gap_ev=10.27 fmax_ev_per_a=0.48 e_tot_ev=-7830.7258 e_homo_ev=-9.23 de_lowest_ev=1.5941
C -0.06 2.08 0.11
N 0.34 0.77 -0.35
C -0.31 -0.29 -0.13
C -1.70 -0.56 0.37
O 0.32 -1.49 -0.18
C 1.71 -1.46 -0.48
H -0.99 2.51 -0.30
H -0.17 2.06 1.20
H 0.75 2.77 -0.12
H -2.37 0.30 0.34
H -2.15 -1.40 -0.17
H -1.54 -0.92 1.39
H 1.82 -1.33 -1.56
H 2.12 -2.41 -0.15
H 2.21 -0.62 0.03

---

# 3
15
Properties=species:S:1:pos:R:3 method="wB97M-V/def2-TZVPD" gap_ev=9.97 fmax_ev_per_a=5.04 smiles="C=CO.C=NC" e_tot_ev=-7827.9790 e_homo_ev=-9.29 de_lowest_ev=4.3409
C -2.40 -0.12 -0.23
C -1.99 -1.29 0.17
O -0.53 -1.51 0.39
H -3.48 -0.17 -0.46
H -1.95 0.74 -0.75
H -2.59 -2.15 0.23
H -0.23 -2.35 -0.07
C 2.52 0.68 -0.87
N 2.07 1.61 0.01
C 1.01 1.09 0.92
H 3.51 0.81 -1.51
H 1.85 -0.16 -1.27
H 0.84 1.81 1.77
H 0.04 0.89 0.41
H 1.31 0.12 1.26

---

# 4
15
Properties=species:S:1:pos:R:3 method="wB97M-V/def2-TZVPD" gap_ev=10.25 fmax_ev_per_a=2.15 smiles=CC#N.COC e_tot_ev=-7829.2108 e_homo_ev=-9.38 de_lowest_ev=3.1092
C 0.11 -1.95 0.79
C -0.67 -1.22 -0.21
N -1.53 -1.05 -0.97
H 1.15 -2.15 0.50
H 0.10 -1.48 1.78
H -0.44 -2.89 0.84
C 0.76 1.11 0.78
O 0.44 0.49 -0.46
C -0.47 1.19 -1.41
H 1.20 2.09 0.60
H 1.52 0.51 1.32
H -0.11 1.20 1.45
H 0.06 2.11 -1.59
H -0.61 0.64 -2.36
H -1.51 1.39 -1.06